Entry 1:
A structure of composition C3H9NS at a distorted geometry, computed with wB97M-V/def2-TZVPD.

```
14
Properties=species:S:1:pos:R:3:mulliken_charge:R:1
C 1.15593 0.63658 -0.99966 -1.239
C 0.55828 -0.57659 -0.22270 0.129
C 0.75622 0.28284 1.23612 -0.682
H 0.91324 1.73973 -0.61686 0.272
H 2.31560 0.56966 -0.89631 0.346
H 0.69174 0.62181 -2.20064 0.302
H 1.34095 -1.52762 -0.18344 0.284
H -1.09647 0.41294 -0.83581 0.179
H 0.97778 -0.41249 2.21411 0.312
H 1.73146 1.09636 1.09841 0.287
H 0.19033 2.32318 1.81034 0.292
H -1.13617 0.41562 2.23472 0.281
N -0.34094 1.16693 1.47813 -0.536
S -1.14778 -0.96655 -0.81588 -0.227
```

Summary:
* largest force on an atom: 5.8 eV/Å
* E_HOMO: -8.71 eV
* E_tot: -572.42075 a.u.
* energy relative to the best compared isomer or geometry (same formula, charge and spin): 575.88 kJ/mol

=====

Entry 2:
A structure of composition C41H48BrN3O2Ti, computed with wB97M-V/def2-TZVPD.

```
96
Properties=species:S:1:pos:R:3:mulliken_charge:R:1
Ti 1.25776 0.87786 -0.44177 -0.382
C -0.84223 2.76157 3.08904 -1.208
C -0.44432 4.10014 3.01729 -0.818
C 0.47721 4.46643 2.07155 -0.658
C 1.00227 3.49736 1.20753 0.578
N 0.61842 2.20029 1.27410 0.529
C -0.29764 1.86295 2.20848 -0.370
C 1.94494 3.75374 0.14994 -0.163
C 2.50418 4.96466 -0.17275 -0.395
C 3.37022 5.06763 -1.26913 -1.417
C 3.70527 3.91556 -1.95758 -0.551
C 3.16116 2.69517 -1.58581 -0.338
N 2.19696 2.62049 -0.59074 1.554
C 3.59701 1.41471 -2.05668 0.957
C 4.49047 1.19567 -3.12680 -1.059
C 4.92712 -0.07007 -3.39214 -0.549
C 4.47033 -1.14376 -2.60551 -1.155
C 3.55497 -0.88558 -1.62740 -0.113
N 3.10674 0.35944 -1.34711 0.632
H -1.56316 2.42483 3.82029 0.540
H -0.85974 4.83619 3.69286 0.438
H 0.79801 5.49437 1.98118 0.411
H -0.59039 0.82469 2.23699 0.579
H 2.27018 5.83836 0.42021 0.445
H 3.80350 6.01945 -1.53970 0.414
H 4.42923 3.95280 -2.76026 0.400
H 4.82190 2.03052 -3.72744 0.387
H 5.61473 -0.24862 -4.20859 0.425
H 4.79812 -2.15658 -2.78784 0.432
H 3.12675 -1.68154 -1.03146 0.375
C -1.61262 -4.71954 4.86601 -2.087
C -0.20652 -4.15938 4.64868 1.828
C 0.25638 -3.49963 5.95446 -1.623
C 0.73034 -5.32762 4.31238 -1.644
C -0.16435 -3.13534 3.51430 -0.061
C 1.03958 -2.51114 3.19253 -0.320
C 1.06904 -1.60636 2.16000 -0.151
Br 2.69265 -0.71089 1.73966 -0.124
C -0.04567 -1.26716 1.37479 0.152
O 0.11311 -0.41689 0.36880 1.667
C -1.27447 -1.85236 1.71891 -0.614
C -1.27852 -2.77571 2.77062 -0.467
C -2.62751 -1.56921 1.03933 2.590
C -2.61181 -0.50214 -0.05984 -2.376
C -3.62476 -1.09541 2.10982 -1.798
C -3.14478 -2.87161 0.40970 -1.865
H -1.59210 -5.44230 5.68359 0.438
H -1.98451 -5.23374 3.97769 0.382
H -2.32249 -3.93414 5.13353 0.387
H 0.22851 -4.22291 6.77251 0.446
H -0.39265 -2.66125 6.21462 0.363
H 1.27747 -3.12312 5.87740 0.329
H 0.71811 -6.06720 5.11612 0.447
H 1.75962 -4.98964 4.18215 0.329
H 0.41819 -5.81805 3.38851 0.368
H 1.94710 -2.72090 3.74315 0.481
H -2.22484 -3.23671 3.01456 0.305
H -2.26409 0.46453 0.30747 0.185
H -3.63388 -0.37269 -0.42529 0.749
H -1.98891 -0.78494 -0.90449 0.066
H -3.28084 -0.16460 2.56777 0.321
H -3.77006 -1.82809 2.90444 0.334
H -4.59570 -0.90550 1.64754 0.500
H -2.45007 -3.22900 -0.35261 0.236
H -4.11141 -2.69549 -0.06754 0.512
H -3.27175 -3.66325 1.15008 0.321
C -0.14204 3.85764 -2.73927 -1.424
C -1.08591 3.06026 -1.83422 3.266
C -2.19169 3.95204 -1.28024 -2.078
C -1.58297 1.83152 -2.56522 0.273
C -2.85374 1.76202 -3.12243 -0.691
C -3.25709 0.65541 -3.85447 -1.371
C -2.36579 -0.38775 -4.05227 -1.166
C -1.08343 -0.36348 -3.51611 0.446
C -0.13890 -1.51898 -3.78305 0.231
C 0.17329 -2.32881 -2.52192 -0.677
C 1.13935 -1.07390 -4.50010 -1.233
C -0.71186 0.74235 -2.74022 0.760
O 0.50507 0.75880 -2.15826 -0.451
H 0.29887 4.70045 -2.20151 0.371
H -0.69173 4.24715 -3.59998 0.385
H 0.66674 3.22522 -3.10733 0.159
H -0.49428 2.71813 -0.98005 -1.394
H -2.76311 4.42949 -2.07952 0.445
H -1.75473 4.74748 -0.67246 0.452
H -2.88667 3.38778 -0.65494 0.366
H -3.54309 2.58486 -2.98256 0.364
H -4.25262 0.61310 -4.27680 0.371
H -2.66569 -1.24708 -4.64249 0.441
H -0.67375 -2.18593 -4.46676 0.665
H 0.82195 -3.17449 -2.76397 0.579
H -0.74294 -2.72155 -2.07618 -0.050
H 0.66846 -1.71690 -1.76807 -0.288
H 1.73234 -0.40909 -3.87290 -0.103
H 0.89811 -0.54327 -5.42299 0.384
H 1.75210 -1.94178 -4.75581 0.441
```

Summary:
* largest force on an atom: 0.5 eV/Å
* E_HOMO (alpha / beta): -5.58 / -5.58 eV
* E_tot: -5329.53566 a.u.
* energy relative to the best compared isomer or geometry (same formula, charge and spin): 0.00 kJ/mol

=====

Entry 3:
A cluster of 10 separate species, C39H91NO14S in total at a distorted geometry, computed with wB97M-V/def2-TZVPD.

```
146
Properties=species:S:1:pos:R:3:mulliken_charge:R:1
C 5.26758 6.37247 3.19922 -0.699
C 5.06115 4.99902 3.81441 0.469
O 5.34485 4.73304 4.96197 -0.593
O 4.53211 4.03456 2.97661 -0.209
C 5.51186 3.45629 2.09122 -0.256
C 5.73692 1.93625 2.32845 -0.650
C 4.52552 1.20627 2.89626 -0.786
O 3.64729 0.91178 1.78450 -0.034
S 2.17947 0.45842 2.37914 0.497
O 2.46360 -0.64751 3.25787 -0.572
O 1.32803 -0.16680 1.12542 -0.114
C -0.01026 0.36538 1.05277 -1.397
C -1.10131 -0.57870 1.58797 0.104
C -0.74360 -1.28752 2.93093 -0.492
C -2.08791 -1.58298 3.68423 -0.018
C -2.31677 -0.69833 4.93341 -0.902
C -3.43694 0.35476 4.80691 -0.833
C -4.77200 -0.15839 4.24287 0.058
C -5.69537 1.06379 4.00360 -1.046
C -7.06056 0.66906 3.40392 -0.526
C -7.74540 1.93789 2.82973 -0.749
C -9.28971 1.79994 2.75456 -0.588
C -10.00787 3.12955 3.05641 -0.535
N -10.25856 3.90047 1.83560 0.230
C -10.64405 3.51127 0.59264 -0.297
C -10.70611 4.63796 -0.17270 -0.550
C -10.36722 5.75671 0.63418 -0.593
C -10.11173 5.24382 1.87865 -0.339
H 5.96749 6.27371 2.36684 0.217
H 4.32624 6.74083 2.77692 0.227
H 5.63984 7.04886 3.96745 0.369
H 6.46583 3.97650 2.23293 0.570
H 5.14315 3.58645 1.07129 0.098
H 6.02964 1.50587 1.34944 0.012
H 6.57773 1.73062 3.00249 0.413
H 3.99973 1.78004 3.67055 0.497
H 4.88699 0.30057 3.39450 0.414
H -0.24227 0.54155 -0.00462 0.262
H -0.11390 1.33376 1.55800 0.573
H -1.96172 0.06503 1.82741 0.521
H -1.45631 -1.28399 0.82897 0.155
H -0.07205 -0.69062 3.54980 0.162
H -0.26174 -2.23829 2.67789 0.219
H -2.02623 -2.62540 4.02124 0.442
H -2.88415 -1.54088 2.93873 -0.151
H -2.42804 -1.30336 5.83908 0.417
H -1.38303 -0.13652 5.08878 0.293
H -3.65357 0.70619 5.82770 0.394
H -3.13384 1.25109 4.24978 0.347
H -5.27045 -0.85360 4.93070 0.265
H -4.69055 -0.65218 3.26887 0.008
H -5.18051 1.66612 3.23716 0.368
H -5.81034 1.68091 4.90178 0.362
H -6.91989 -0.08109 2.61694 0.235
H -7.65898 0.21323 4.20360 0.384
H -7.33272 2.08160 1.82500 0.221
H -7.43366 2.77818 3.46102 0.392
H -9.49979 1.42058 1.74909 0.300
H -9.63687 1.01567 3.43747 0.441
H -10.91741 2.99902 3.65630 0.221
H -9.32806 3.72446 3.67249 0.374
H -10.81455 2.47300 0.35519 0.364
H -10.98766 4.61442 -1.21764 0.395
H -10.32297 6.79215 0.33301 0.405
H -9.83908 5.84154 2.73640 0.327
C 2.51655 -3.68781 -0.53579 -0.924
C 1.80885 -2.67056 -1.41036 -0.219
O 0.51061 -2.37634 -0.90383 -0.478
H 1.93804 -4.61028 -0.47690 0.218
H 3.50634 -3.92091 -0.92820 0.298
H 2.62292 -3.30885 0.48427 0.311
H 1.68355 -3.05715 -2.42204 0.314
H 2.38677 -1.74090 -1.46309 0.222
H 0.62132 -2.02255 -0.01387 0.167
C -2.53406 -4.28120 0.39981 -0.822
C -4.03992 -4.35130 0.55914 -0.258
O -4.52731 -3.16017 1.18342 -0.485
H -2.05611 -4.15430 1.37378 0.136
H -2.14556 -5.18599 -0.07039 0.453
H -2.24860 -3.42205 -0.21325 0.193
H -4.31278 -5.19577 1.19038 0.273
H -4.53525 -4.47087 -0.40428 0.182
H -4.29704 -2.41666 0.61838 0.272
C 6.49360 9.19208 -1.06242 -1.189
C 5.77701 8.50465 0.08405 0.080
O 6.70185 7.82039 0.92930 -0.495
H 7.05120 8.46445 -1.65324 0.303
H 5.78609 9.70671 -1.71421 0.347
H 7.21454 9.92154 -0.68507 0.344
H 5.07397 7.76366 -0.29506 0.052
H 5.22112 9.23323 0.68339 0.270
H 7.31898 8.47278 1.27520 0.268
C -6.33148 -6.85420 -3.75096 -1.122
C -5.21552 -6.12836 -3.02381 -0.032
O -5.25206 -6.41688 -1.62776 -0.493
H -7.30223 -6.56351 -3.34651 0.367
H -6.31438 -6.63055 -4.81968 0.291
H -6.23707 -7.93482 -3.61862 0.299
H -5.32356 -5.04967 -3.13940 0.334
H -4.24043 -6.42327 -3.42030 0.092
H -5.14673 -7.36785 -1.52573 0.268
C 2.50259 4.20526 0.06212 -0.218
C 2.38171 5.71579 0.11321 0.115
O 1.72145 6.22024 -1.04622 -0.558
H 3.05426 3.89574 -0.82738 0.262
H 3.01535 3.82450 0.94561 -0.327
H 1.51438 3.74033 0.00447 0.352
H 3.36897 6.17647 0.14999 -0.180
H 1.82223 6.02721 1.00184 0.267
H 0.84491 5.82550 -1.07735 0.326
C 5.94728 -6.72502 -3.13025 -1.031
C 5.14291 -7.14110 -1.91226 -0.247
O 3.95302 -6.36576 -1.79613 -0.438
H 6.21002 -5.66805 -3.06939 0.255
H 6.86396 -7.31124 -3.21428 0.347
H 5.36241 -6.85974 -4.04360 0.329
H 5.72067 -6.98631 -1.00215 0.283
H 4.87223 -8.20048 -1.97346 0.253
H 3.43337 -6.50755 -2.59344 0.258
C -4.15791 -8.85308 -6.53458 -0.945
C -3.04221 -8.13934 -5.79394 -0.256
O -3.07740 -8.44231 -4.40086 -0.493
H -5.12862 -8.56669 -6.12800 0.199
H -4.13780 -8.61380 -7.59902 0.320
H -4.06695 -9.93597 -6.41899 0.336
H -3.14705 -7.05943 -5.89360 0.273
H -2.06604 -8.42980 -6.19549 0.316
H -2.97411 -9.39418 -4.30648 0.276
C 8.39312 1.81507 -2.24904 -0.890
C 7.71288 1.44121 -0.94666 -0.295
O 6.53864 2.22780 -0.73860 -0.369
H 8.66357 2.87232 -2.24713 0.309
H 9.29403 1.22114 -2.40521 0.370
H 7.72230 1.65588 -3.09573 0.046
H 8.37849 1.62058 -0.10254 0.282
H 7.43338 0.38236 -0.94928 0.302
H 5.94608 2.06623 -1.47961 0.224
C 6.30138 0.38984 -6.29799 -0.946
C 7.71120 0.95077 -6.26333 -0.288
O 8.52667 0.22790 -5.34432 -0.492
H 5.85011 0.43180 -5.30555 0.232
H 5.67356 0.94903 -6.99354 0.318
H 6.31069 -0.65934 -6.60312 0.315
H 7.70064 1.99075 -5.93888 0.285
H 8.16865 0.90396 -7.25692 0.318
H 8.54839 -0.68966 -5.63262 0.278
```

Summary:
* largest force on an atom: 2.0 eV/Å
* E_HOMO: -8.11 eV
* E_tot: -3046.69294 a.u.

=====

Entry 4:
A cluster of 4 separate species, CH12N2O3 in total at a distorted geometry, computed with wB97M-V/def2-TZVPD.

```
18
Properties=species:S:1:pos:R:3:mulliken_charge:R:1
N -0.97873 -0.84290 1.78551 -0.560
C -1.73344 -1.71280 0.89825 -0.378
N -2.43350 -0.98957 -0.16601 -0.614
H -0.51278 -0.14721 1.22203 0.191
H -1.51638 -0.36488 2.49476 0.241
H -1.00313 -2.36686 0.48223 0.311
H -2.40166 -2.32174 1.45835 0.353
H -3.42082 -1.20617 -0.21535 0.229
H -2.10876 -1.30061 -1.07757 0.241
O 1.92343 2.15212 -5.12793 -0.646
H 2.45392 1.46815 -5.55528 0.328
H 1.80014 1.80925 -4.23716 0.319
O 3.91683 3.57296 -2.04809 -0.642
H 4.15046 4.47906 -2.26042 0.317
H 3.37768 3.20834 -2.75236 0.324
O -0.61850 -1.71966 5.38682 -0.655
H -0.49114 -2.60372 5.04119 0.319
H -0.40362 -1.11374 4.67104 0.321
```

Summary:
* largest force on an atom: 1.1 eV/Å
* E_HOMO: -9.57 eV
* E_tot: -380.49968 a.u.
* SMILES: NCN.O.O.O
* energy relative to the best compared isomer or geometry (same formula, charge and spin): 80.88 kJ/mol

=====

Entry 5:
A structure of composition C8H11AsF6N2O2Te4V at a distorted geometry, computed with wB97M-V/def2-TZVPD.

```
35
Properties=species:S:1:pos:R:3:lowdin_spin:R:1
V 10.24680 9.41047 8.88019 1.974
N 12.34805 6.12088 7.68858 0.001
C 11.79600 7.01735 8.52185 0.003
O 11.95758 8.22799 8.25154 0.018
C 10.92108 6.59176 9.66192 0.000
C 9.99055 7.78489 10.09718 -0.046
H 13.28235 6.58486 7.40529 0.000
H 12.43901 5.24386 8.01906 0.000
H 11.55790 6.04813 10.32186 -0.001
H 10.43303 5.69302 9.00495 0.000
H 10.58081 8.13109 10.87298 -0.004
H 8.89913 7.52933 10.20199 0.000
Te 4.55293 5.49558 3.74472 0.444
Te 3.36007 3.41670 3.90364 0.554
Te 6.92304 4.38951 5.22749 0.002
Te 6.55672 9.66054 10.23609 0.001
O 9.21503 9.48968 7.24178 -0.012
N 9.28298 8.45884 6.14031 0.023
C 9.60849 7.17526 6.57779 0.002
C 10.10847 6.31264 5.65571 0.000
C 9.83661 6.48872 4.32938 -0.001
C 9.19620 7.64583 3.93608 0.002
C 9.20782 8.75971 4.84971 0.000
H 9.65591 6.94702 7.65136 0.001
H 10.37248 5.28905 5.99967 0.000
H 10.14017 5.75288 3.62243 0.000
H 9.16379 7.85683 2.85009 0.000
H 9.33942 9.70447 4.42710 0.000
F 11.42214 11.04467 8.98836 0.016
As 15.31421 6.72010 5.05320 0.000
F 13.77201 6.83460 3.75491 0.000
F 14.12512 7.62978 6.42463 0.000
F 16.23544 6.39988 6.50943 0.000
F 8.36335 10.16520 9.66547 0.022
F 14.50870 5.20717 5.35566 0.000
```

Summary:
* largest force on an atom: 4.7 eV/Å
* 2S+1: 4
* expectation value of S²: 3.781
* charge: -2
* E_HOMO (alpha / beta): -2.10 / -2.06 eV
* E_tot: -5422.53320 a.u.
* energy relative to the best compared isomer or geometry (same formula, charge and spin): 360.21 kJ/mol

=====

Entry 6:
A cluster of 2 separate species, C4H12N2O in total at a distorted geometry, computed with wB97M-V/def2-TZVPD.

```
19
Properties=species:S:1:pos:R:3:mulliken_charge:R:1
C 2.29942 1.26065 -0.06898 -0.927
C 0.17547 -2.32552 0.03970 -0.821
C 0.75851 1.17422 -0.08639 -0.431
C -3.18609 0.54690 -0.36875 -0.105
N 0.20693 -0.08747 0.35106 0.229
N 0.54016 -1.12201 -0.49419 -0.911
O -2.35175 0.85711 0.48603 -0.518
H 2.64950 1.57750 1.01679 0.253
H 2.65003 0.19190 -0.28579 0.277
H 2.63257 1.92869 -0.95826 0.283
H 0.89374 -2.77694 0.76493 0.236
H -0.78945 -2.24139 0.60401 0.268
H 0.09473 -2.96404 -0.80233 0.285
H 0.40918 1.85705 0.69177 0.331
H 0.42180 1.35997 -1.16055 0.284
H -3.18838 1.03656 -1.25653 0.289
H -3.92046 -0.22986 -0.14813 0.247
H 0.61378 -0.26410 1.34860 0.373
H -0.90968 0.22077 0.32700 0.359
```

Summary:
* largest force on an atom: 4.3 eV/Å
* E_HOMO (alpha / beta): -6.33 / -6.34 eV
* E_tot: -344.16266 a.u.
* energy relative to the best compared isomer or geometry (same formula, charge and spin): 583.81 kJ/mol